Entry 1:
A 3-piece molecular cluster, C21H32N4O7PS overall in a non-equilibrium geometry, computed with ωB97M-V/def2-TZVPD.

As for the total energy: -62696.495 eV. The HOMO energy comes out at -0.4081 Eh. The value obtained for the frontier orbital gap is 7.7 eV.

The geometry in ORCA input format:
```
! RIJCOSX wB97M-V def2-TZVPD def2/J DEFGRID3
* xyz 1 1
C -0.432 -5.350 0.910
C -0.118 -4.803 2.441
S 1.744 -4.725 2.618
C 2.326 -3.167 3.471
C 1.878 -1.759 2.696
O 1.693 -0.768 3.774
C 1.227 0.528 3.279
C 1.532 0.871 1.718
P -0.142 0.786 0.724
N -0.196 -0.650 -0.330
O -0.045 2.181 -0.372
N 2.659 0.121 1.063
C 3.110 -1.142 1.753
C 3.830 -2.257 0.796
C 3.031 -2.634 -0.581
O 1.758 -3.347 -0.400
H -1.044 -6.351 0.878
H 0.601 -5.583 0.359
H -0.984 -4.464 0.342
H -0.563 -5.594 3.196
H -0.554 -3.740 2.663
H 1.912 -3.116 4.577
H 3.494 -3.182 3.538
H 0.861 -1.852 2.124
H 0.040 0.529 3.405
H 1.596 1.431 3.966
H 1.828 2.027 1.675
H -1.202 -0.694 -0.667
H 0.458 -0.536 -1.140
H -0.681 2.896 -0.074
H 2.403 0.005 0.046
H 3.498 0.776 1.059
H 3.940 -0.806 2.543
H 4.106 -3.269 1.326
H 4.872 -1.782 0.458
H 2.913 -1.687 -1.274
H 3.741 -3.380 -1.185
H 1.129 -2.867 0.214
C -6.719 -2.413 -1.876
C -6.949 -1.345 -1.009
C -5.924 -0.441 -0.724
C -4.667 -0.615 -1.320
C -4.431 -1.691 -2.185
C -5.463 -2.590 -2.460
N -3.593 0.347 -1.045
O -3.836 1.275 -0.259
O -2.506 0.178 -1.617
H -7.523 -3.113 -2.100
H -7.930 -1.215 -0.556
H -6.120 0.387 -0.046
H -3.459 -1.841 -2.651
H -5.290 -3.427 -3.133
C 2.987 5.267 -1.669
C 1.849 4.459 -1.645
C 0.610 4.984 -2.018
C 0.522 6.324 -2.418
C 1.661 7.140 -2.435
C 2.894 6.605 -2.058
N -0.773 6.875 -2.835
O -1.761 6.127 -2.788
O -0.804 8.054 -3.215
H 3.951 4.852 -1.383
H 1.928 3.418 -1.339
H -0.267 4.341 -1.994
H 1.606 8.183 -2.739
H 3.785 7.229 -2.071
*
```


Entry 2:
C5H9NO as an isolated structure, computed with ωB97M-V/def2-TZVPD.

The energy above the lowest of the compared OMol25 structures with the same formula, charge and spin is 480.1 kJ/mol. As for the total energy: -8864.237 eV. The HOMO energy (spin up / spin down) comes out at -0.3233 / -0.3233 Eh. The value obtained for the frontier orbital gap (spin up / spin down) is 9.5 / 9.5 eV.

The geometry in ORCA input format:
```
! RIJCOSX wB97M-V def2-TZVPD def2/J DEFGRID3
* xyz 0 1
C 1.136 1.375 0.722
C -1.448 0.035 -0.203
N 0.901 -1.589 -0.062
C -0.600 -0.069 -1.226
C 0.714 -0.607 -1.022
C -2.433 -0.146 0.625
O -0.036 1.218 1.206
H 0.386 -1.429 0.797
H 1.820 -1.996 0.013
H -0.743 0.559 -2.099
H 1.348 -0.712 -1.898
H 1.411 2.363 0.306
H 1.231 0.601 -0.384
H 1.982 0.882 1.242
H -3.179 -0.912 0.444
H -2.491 0.429 1.540
*
```


Entry 3:
C35H43Cl2N2O4RuS as an isolated structure, computed with ωB97M-V/def2-TZVPD.

The energy above the lowest of the compared OMol25 structures with the same formula, charge and spin is 0.0 kJ/mol. As for the total energy: -86623.143 eV. The HOMO energy (spin up / spin down) comes out at -0.2584 / -0.2847 Eh. The expectation value of S² is 8.766. The value obtained for the frontier orbital gap (spin up / spin down) is 6.5 / 6.7 eV.

The geometry in ORCA input format:
```
! RIJCOSX wB97M-V def2-TZVPD def2/J DEFGRID3
* xyz 0 6
Ru 0.609 0.391 -0.166
C -0.623 -1.468 -1.439
C -1.101 -1.637 -0.114
C 0.047 -1.996 0.691
C 1.167 -2.026 -0.200
C 0.765 -1.744 -1.514
C 1.551 -1.990 -2.785
C 3.033 -2.220 -2.488
C 0.974 -3.275 -3.407
C 1.391 -0.849 -3.793
C 0.226 -2.683 2.054
C 1.652 -2.473 2.597
C 0.060 -4.197 1.820
C -0.724 -2.249 3.170
C -2.601 -1.560 0.190
C -2.974 -0.566 1.299
C -3.373 -1.111 -1.059
C -3.128 -2.962 0.539
H -1.222 -1.163 -2.281
H 2.172 -2.286 0.086
H 3.175 -3.099 -1.855
H 3.473 -1.353 -1.995
H 3.572 -2.394 -3.422
H 1.049 -4.112 -2.709
H 1.527 -3.531 -4.314
H -0.076 -3.144 -3.671
H 1.792 0.086 -3.407
H 0.341 -0.686 -4.041
H 1.920 -1.101 -4.716
H 2.410 -2.931 1.963
H 1.730 -2.945 3.578
H 1.891 -1.417 2.712
H 0.799 -4.553 1.101
H -0.928 -4.441 1.432
H 0.205 -4.738 2.759
H -0.666 -1.175 3.333
H -0.430 -2.743 4.098
H -1.758 -2.517 2.976
H -2.695 0.444 1.003
H -2.510 -0.796 2.253
H -4.057 -0.586 1.446
H -3.060 -0.120 -1.391
H -4.436 -1.059 -0.816
H -3.257 -1.816 -1.884
H -2.724 -3.342 1.473
H -2.877 -3.671 -0.253
H -4.216 -2.932 0.637
C -0.387 1.479 2.960
C 1.074 1.150 2.969
C 1.783 1.128 4.191
C 3.125 0.907 4.181
C 3.814 0.778 2.953
C 5.215 0.624 2.878
C 5.820 0.571 1.654
C 5.064 0.688 0.474
C 3.694 0.834 0.497
S 2.796 1.113 -0.983
C 3.049 0.843 1.770
N 1.686 0.944 1.821
H -0.945 0.896 3.691
H -0.829 1.346 1.974
H -0.496 2.530 3.243
H 1.240 1.281 5.114
H 3.688 0.858 5.106
H 5.790 0.563 3.793
H 6.894 0.457 1.583
H 5.567 0.686 -0.485
Cl 1.683 4.573 3.061
C 0.585 5.003 1.735
Cl 0.945 4.106 0.261
H 0.698 6.062 1.537
H -0.426 4.767 2.047
O -0.064 1.483 -2.246
C -1.080 1.856 -1.631
O -1.276 1.550 -0.409
C -2.122 2.673 -2.327
C -3.032 3.419 -1.588
C -3.993 4.177 -2.233
C -4.032 4.152 -3.616
C -3.142 3.411 -4.373
C -2.173 2.673 -3.716
N -5.061 4.948 -4.309
O -5.806 5.623 -3.626
O -5.095 4.892 -5.521
H -2.978 3.393 -0.508
H -4.709 4.775 -1.690
H -3.216 3.424 -5.450
H -1.443 2.097 -4.268
*
```


Entry 4:
A 6-piece molecular cluster, C27H56BN2O24S8 overall in a non-equilibrium geometry, computed with ωB97M-V/def2-TZVPD.

As for the total energy: -168371.972 eV. The HOMO energy comes out at -0.1787 Eh. The value obtained for the frontier orbital gap is 6.4 eV.

The geometry in ORCA input format:
```
! RIJCOSX wB97M-V def2-TZVPD def2/J DEFGRID3
* xyz -1 1
C -1.559 0.208 -4.839
C -3.071 -0.016 -4.159
N -2.846 -0.870 -2.933
C -3.767 -2.066 -2.861
C -3.577 -3.127 -4.141
C -2.813 -0.065 -1.654
S -1.866 1.385 -1.556
S -3.715 -0.525 -0.047
C -2.264 -0.910 1.136
C -1.437 -2.247 0.633
C 0.026 -2.449 1.345
B 1.293 -1.773 0.546
C 0.894 -0.604 -0.539
C 2.185 0.000 -1.381
C 1.714 1.052 -2.587
C 3.114 1.870 -2.996
S 2.618 3.281 -4.167
O 3.862 4.063 -4.666
O 1.857 2.650 -5.357
O 1.571 4.294 -3.219
C 2.229 -1.019 1.715
O 1.483 -0.032 2.510
C 1.981 1.340 2.290
C 2.234 -2.986 -0.058
C 1.852 -3.464 -1.578
C 0.348 -3.677 -2.193
N 2.918 -3.762 -2.426
H -1.606 0.443 -5.984
H -1.021 1.121 -4.310
H -0.881 -0.733 -4.642
H -3.491 1.071 -3.923
H -3.789 -0.472 -4.962
H -4.918 -1.790 -2.773
H -3.533 -2.732 -1.898
H -2.491 -3.566 -4.181
H -3.946 -2.649 -5.152
H -4.319 -4.038 -3.930
H -1.542 0.034 1.020
H -2.623 -0.952 2.249
H -1.425 -2.255 -0.540
H -2.093 -3.191 0.954
H -0.085 -2.117 2.464
H 0.230 -3.624 1.375
H 0.462 0.312 0.092
H 0.099 -0.919 -1.341
H 2.856 -0.848 -1.852
H 2.888 0.630 -0.675
H 1.354 0.440 -3.530
H 0.925 1.826 -2.189
H 3.655 2.279 -2.040
H 3.815 1.075 -3.501
H 0.879 4.687 -3.840
H 3.156 -0.480 1.190
H 2.713 -1.813 2.448
H 3.001 1.467 2.877
H 2.044 1.662 1.166
H 1.206 2.062 2.841
H 2.269 -3.934 0.663
H 3.347 -2.578 -0.082
H -0.379 -4.132 -1.394
H 0.441 -4.429 -3.114
H -0.076 -2.674 -2.631
H 3.830 -3.627 -1.934
C -9.137 -1.249 -5.072
C -8.580 -2.230 -4.044
O -7.287 -1.729 -3.713
S -7.307 -0.102 -3.816
O -7.509 0.432 -2.488
O -6.222 0.315 -4.675
O -8.706 0.041 -4.640
H -8.714 -1.435 -6.064
H -10.228 -1.287 -5.130
H -8.510 -3.248 -4.435
H -9.186 -2.232 -3.132
C 5.051 -6.711 -0.144
C 5.607 -7.292 1.154
O 5.500 -6.239 2.110
S 4.191 -5.332 1.755
O 3.095 -5.776 2.587
O 4.603 -3.951 1.667
O 3.945 -5.898 0.246
H 5.789 -6.070 -0.637
H 4.725 -7.490 -0.838
H 6.645 -7.617 1.053
H 4.995 -8.130 1.504
C 4.329 5.974 3.589
C 3.220 5.028 3.138
O 3.765 3.718 3.280
S 4.807 3.711 4.535
O 4.110 3.205 5.696
O 6.068 3.175 4.079
O 4.956 5.326 4.695
H 5.079 6.106 2.802
H 3.942 6.951 3.890
H 2.913 5.208 2.106
H 2.347 5.102 3.796
C -6.803 -1.899 3.086
C -6.035 -2.183 1.798
O -6.508 -3.452 1.353
S -8.071 -3.618 1.789
O -8.896 -3.265 0.655
O -8.216 -4.861 2.511
O -8.124 -2.388 2.858
H -6.376 -2.451 3.929
H -6.827 -0.833 3.325
H -4.954 -2.207 1.954
H -6.274 -1.444 1.025
C 6.447 9.986 6.417
C 6.198 8.485 6.533
O 4.863 8.291 6.072
S 4.534 9.399 4.921
O 4.736 8.781 3.629
O 3.317 10.086 5.283
O 5.796 10.389 5.213
H 5.988 10.528 7.250
H 7.513 10.226 6.373
H 6.309 8.122 7.558
H 6.868 7.922 5.874
*
```


Entry 5:
A 2-piece molecular cluster, C4H5F2N overall in a non-equilibrium geometry, computed with ωB97M-V/def2-TZVPD.

The energy above the lowest of the compared OMol25 structures with the same formula, charge and spin is 621.9 kJ/mol. As for the total energy: -11147.037 eV. The HOMO energy (spin up / spin down) comes out at -0.3504 / -0.3641 Eh. The value obtained for the frontier orbital gap (spin up / spin down) is 8.7 / 8.6 eV.

The geometry in ORCA input format:
```
! RIJCOSX wB97M-V def2-TZVPD def2/J DEFGRID3
* xyz 0 1
C -1.455 1.762 3.051
C -1.067 1.619 1.926
C 0.734 -0.033 -1.525
C 0.603 -1.636 -0.913
N -0.331 0.705 -1.396
F -0.361 -2.226 -1.680
F 0.214 -1.721 0.300
H -1.669 1.796 4.036
H 1.446 0.469 -0.871
H 1.175 -0.129 -2.517
H 1.681 -2.017 -1.215
H -0.970 1.412 0.805
*
```


Entry 6:
The molecule CH4BrP in a non-equilibrium geometry, computed with ωB97M-V/def2-TZVPD.

The energy above the lowest of the compared OMol25 structures with the same formula, charge and spin is 283.3 kJ/mol. As for the total energy: -80430.351 eV. The HOMO energy comes out at -0.2704 Eh. The value obtained for the frontier orbital gap is 7.4 eV.

The geometry in ORCA input format:
```
! RIJCOSX wB97M-V def2-TZVPD def2/J DEFGRID3
* xyz 0 1
C -0.718 0.580 -0.429
P 2.346 -1.473 -0.123
Br 1.388 0.524 -0.380
H -1.013 -0.297 -0.989
H -0.969 1.495 -0.942
H -1.057 0.557 0.598
H 2.330 -1.346 1.268
*
```


Entry 7:
A 14-piece molecular cluster, C50H73N11O3S3 overall in a non-equilibrium geometry, computed with ωB97M-V/def2-TZVPD.

The energy above the lowest of the compared OMol25 structures with the same formula, charge and spin is 223.0 kJ/mol. As for the total energy: -108062.765 eV. The HOMO energy comes out at -0.2909 Eh. The value obtained for the frontier orbital gap is 8.0 eV.

The geometry in ORCA input format:
```
! RIJCOSX wB97M-V def2-TZVPD def2/J DEFGRID3
* xyz 0 1
C -1.976 8.227 -5.407
S -0.513 7.064 -5.343
O -1.083 5.701 -5.743
C 0.081 7.726 -6.989
H -2.609 8.120 -4.526
H -2.601 8.087 -6.289
H -1.645 9.264 -5.364
H 0.959 7.191 -7.350
H 0.153 8.800 -6.816
H -0.698 7.492 -7.716
C 7.091 -3.699 -0.366
S 8.228 -4.333 -1.644
O 7.437 -4.536 -2.925
C 9.205 -2.768 -1.910
H 6.468 -4.558 -0.117
H 6.561 -2.843 -0.784
H 7.567 -3.418 0.573
H 8.711 -1.849 -2.228
H 9.967 -2.958 -2.665
H 9.777 -2.548 -1.009
C 0.526 0.695 -1.371
S 0.095 -0.696 -0.251
O -1.428 -0.714 0.124
C 0.193 -2.215 -1.295
H 0.216 1.633 -0.909
H 0.004 0.579 -2.320
H 1.584 0.753 -1.628
H -0.386 -2.222 -2.219
H -0.129 -3.092 -0.733
H 1.223 -2.371 -1.616
N 5.803 -1.959 6.649
C 6.411 -0.765 6.763
C 5.919 0.135 5.848
C 4.957 -0.530 5.117
C 4.882 -1.847 5.647
H 5.946 -2.801 7.188
H 7.184 -0.721 7.516
H 6.174 1.160 5.619
H 4.252 -0.137 4.399
H 4.270 -2.712 5.438
N -5.812 3.553 0.085
C -6.754 4.362 0.686
C -7.451 5.045 -0.246
C -6.920 4.665 -1.450
C -5.893 3.816 -1.225
H -5.302 2.865 0.621
H -6.855 4.272 1.757
H -8.195 5.810 -0.082
H -7.185 5.065 -2.418
H -5.229 3.244 -1.857
N -2.999 -0.353 -7.286
C -2.378 -1.209 -8.137
C -3.296 -2.186 -8.374
C -4.470 -1.964 -7.649
C -4.214 -0.788 -7.000
H -2.583 0.519 -6.992
H -1.343 -1.093 -8.421
H -3.040 -3.019 -9.012
H -5.238 -2.722 -7.629
H -4.867 -0.311 -6.284
N 6.257 6.022 2.642
C 7.430 6.516 2.107
C 7.529 6.123 0.836
C 6.338 5.531 0.460
C 5.552 5.468 1.607
H 5.897 6.157 3.576
H 8.163 7.078 2.667
H 8.424 6.306 0.261
H 6.194 5.092 -0.516
H 4.534 5.114 1.683
N 0.531 -9.370 -1.733
C 1.152 -10.270 -0.892
C 2.548 -10.105 -1.090
C 2.776 -9.255 -2.202
C 1.488 -8.717 -2.466
H -0.439 -9.109 -1.626
H 0.582 -10.854 -0.184
H 3.266 -10.659 -0.505
H 3.696 -8.872 -2.618
H 1.220 -7.926 -3.151
N -9.026 -1.978 6.293
C -8.861 -1.347 5.069
C -7.900 -2.101 4.303
C -7.496 -3.071 5.166
C -8.151 -3.085 6.345
H -9.734 -1.842 7.000
H -9.303 -0.377 4.898
H -7.538 -1.876 3.310
H -6.777 -3.831 4.897
H -8.189 -3.715 7.222
N -1.285 8.319 1.229
C -0.349 9.120 0.601
C -0.458 10.384 1.200
C -1.578 10.443 2.013
C -2.130 9.105 1.948
H -1.434 7.334 1.062
H 0.421 8.769 -0.070
H 0.228 11.200 1.025
H -1.954 11.309 2.536
H -3.006 8.707 2.438
N 1.447 -6.931 6.342
C 0.791 -6.815 5.109
C -0.090 -5.741 5.090
C 0.066 -5.122 6.323
C 0.924 -5.894 7.088
H 2.168 -7.625 6.484
H 1.079 -7.444 4.280
H -0.692 -5.444 4.244
H -0.238 -4.185 6.766
H 1.267 -5.776 8.106
N -5.525 -7.748 -2.462
C -5.462 -7.321 -1.186
C -4.956 -6.030 -1.141
C -4.710 -5.660 -2.456
C -5.120 -6.697 -3.285
H -5.902 -8.593 -2.868
H -5.818 -7.999 -0.425
H -4.799 -5.355 -0.313
H -4.450 -4.662 -2.775
H -5.068 -6.745 -4.363
N 5.592 -0.259 -6.165
C 6.510 0.703 -6.553
C 5.815 1.903 -6.689
C 4.498 1.730 -6.367
C 4.406 0.392 -5.984
H 5.828 -1.225 -5.991
H 7.559 0.560 -6.766
H 6.213 2.845 -7.037
H 3.684 2.440 -6.370
H 3.529 -0.131 -5.631
N -3.026 1.815 6.084
C -1.699 2.093 6.082
C -1.554 3.293 6.769
C -2.855 3.682 7.011
C -3.796 2.768 6.701
H -3.352 0.925 5.735
H -0.987 1.431 5.613
H -0.654 3.858 6.958
H -3.115 4.591 7.534
H -4.875 2.733 6.734
*
```


Entry 8:
An isolated ion of composition C11H22NO and charge +1 in a non-equilibrium geometry, computed with ωB97M-V/def2-TZVPD.

The energy above the lowest of the compared OMol25 structures with the same formula, charge and spin is 537.2 kJ/mol. As for the total energy: -15289.684 eV. The HOMO energy (spin up / spin down) comes out at -0.5140 / -0.5016 Eh. The value obtained for the frontier orbital gap (spin up / spin down) is 7.8 / 8.0 eV.

The geometry in ORCA input format:
```
! RIJCOSX wB97M-V def2-TZVPD def2/J DEFGRID3
* xyz 1 1
C -0.353 -2.148 -0.384
C 1.588 -0.816 -0.467
C 0.705 -1.619 -1.335
C -1.352 -0.910 -0.226
C 0.912 0.501 -0.256
C -2.367 -1.104 -1.347
C -1.844 -0.928 1.213
C 1.492 1.490 -1.182
C 2.387 1.054 1.942
C -1.306 1.505 -0.772
C 1.035 0.946 1.341
N -0.542 0.361 -0.489
O 0.213 -0.925 -2.339
H -0.852 -2.993 -0.819
H 0.114 -2.487 0.546
H 1.798 -1.325 0.477
H 2.562 -0.781 -0.954
H 1.303 -2.368 -1.761
H -2.923 -0.135 -1.393
H -2.941 -1.984 -1.007
H -1.786 -1.252 -2.151
H -2.406 -0.054 1.197
H -1.114 -1.029 1.984
H -2.421 -1.828 1.246
H 2.643 1.681 -1.154
H 1.187 2.506 -0.948
H 1.047 1.161 -2.176
H 2.163 1.553 2.843
H 3.101 1.642 1.382
H 2.819 -0.005 2.225
H -2.319 1.455 -0.546
H -1.032 2.263 0.060
H -1.132 2.050 -1.707
H 0.709 1.976 1.171
H 0.468 0.252 1.928
*
```


Entry 9:
C4H3NO as an isolated structure in a non-equilibrium geometry, computed with ωB97M-V/def2-TZVPD.

The energy above the lowest of the compared OMol25 structures with the same formula, charge and spin is 416.3 kJ/mol. As for the total energy: -7728.430 eV. The HOMO energy comes out at -0.3085 Eh. The value obtained for the frontier orbital gap is 8.8 eV.

The geometry in ORCA input format:
```
! RIJCOSX wB97M-V def2-TZVPD def2/J DEFGRID3
* xyz 0 1
O 0.866 -1.018 -1.123
C 0.154 -0.381 -0.118
C -0.808 0.607 -0.431
C -1.645 1.419 -0.736
C 0.582 -0.528 1.132
N 1.147 -0.517 2.220
H 0.429 -1.858 -1.301
H 1.674 0.162 1.373
H -2.399 2.115 -1.016
*
```